(1)
Here is C17H29AlF4N5 as an isolated structure at a distorted geometry from the OMol25 dataset. Energies are from ωB97M-V with the def2-TZVPD basis set.

Output
**Orbital gap**: 9.296 eV
**Lowest unoccupied orbital energy**: -2.16 eV
**Net charge**: +1

The geometry in XYZ format:
```
56
Properties=species:S:1:pos:R:3:forces:R:3:lowdin_charge:R:1
Al 0.00000 0.00000 0.00000 -0.754 2.582 -1.506 0.083
C 2.01150 -0.01940 -2.55930 0.607 -0.373 -0.739 -0.109
C 2.42020 0.58240 -1.21830 0.292 0.340 -1.440 -0.224
N 1.91900 -0.15570 -0.05910 0.059 0.392 1.002 -0.228
C 2.31170 -1.56720 -0.00120 0.424 -1.250 -0.223 -0.203
C 3.81190 -1.84580 0.05310 0.113 0.145 -0.005 -0.042
C 2.18980 0.58530 1.18490 0.641 0.437 1.109 -0.131
C 1.32000 0.08400 2.34620 0.630 0.453 0.467 -0.143
N -0.05760 0.00200 1.86610 2.616 -0.249 -0.340 -0.024
C -0.71970 -1.09760 2.26340 -0.194 -1.898 0.771 -0.257
C -1.19670 -1.90770 1.23880 -1.321 -2.587 3.298 -0.140
F -0.89130 -1.51320 -0.00250 -0.747 -1.417 -1.832 0.187
C -1.91050 -3.07670 1.48260 0.004 0.085 -0.160 -0.179
F -2.34370 -3.84050 0.46820 0.210 0.346 0.146 0.112
C -2.17620 -3.46810 2.78730 0.166 0.357 0.031 0.095
C -1.71260 -2.67120 3.82930 0.006 -0.061 -0.195 -0.172
F -1.96920 -3.04710 5.09250 0.223 0.361 -0.614 0.116
C -0.99340 -1.49840 3.57810 -0.268 -0.579 0.296 -0.130
F -0.57870 -0.76400 4.62440 0.037 0.037 -0.449 0.118
H 2.28960 0.66000 -3.37210 0.163 -0.058 0.199 0.093
H 2.51100 -0.97450 -2.74760 0.053 0.101 -0.014 0.081
H 0.92870 -0.17480 -2.60920 1.021 -0.006 -0.381 0.000
H 3.51100 0.68950 -1.18250 -0.130 -0.008 0.213 0.134
H 2.00790 1.59950 -1.19790 0.009 -0.118 0.342 0.121
H 1.84460 -2.06520 0.85450 -0.096 0.381 0.122 0.124
H 1.89150 -2.09330 -0.86670 0.003 0.336 -0.030 0.130
H 4.27430 -1.40940 0.94310 -0.019 -0.051 -0.114 0.081
H 3.98390 -2.92690 0.09170 -0.113 0.209 0.001 0.094
H 4.32990 -1.46520 -0.83190 -0.064 -0.035 0.115 0.081
H 3.25020 0.55630 1.46080 -0.101 -0.016 -0.095 0.139
H 1.94240 1.64570 1.03410 0.027 -0.194 -0.288 0.136
H 1.73240 -0.86320 2.71850 -0.290 -0.044 -0.037 0.131
H 1.40560 0.79470 3.17820 0.143 -0.063 -0.139 0.134
H -2.72990 -4.37420 2.99010 0.009 0.030 -0.032 0.146
C -2.67010 4.66220 0.80040 -0.473 0.143 0.216 -0.043
N -2.33150 3.57670 -0.11730 -0.163 -0.289 0.066 -0.159
C -1.79030 4.02140 -1.39330 0.267 -0.377 -0.067 -0.046
C -2.12470 2.30270 0.35580 -1.373 0.630 1.024 -0.357
N -1.12190 1.56670 0.00000 0.779 0.522 -1.126 0.178
N -3.05040 1.84500 1.26950 0.372 0.034 -0.042 -0.127
C -2.71180 0.64740 2.04010 -0.326 0.636 0.253 -0.035
C -4.47530 1.93410 0.95510 -0.341 0.401 -0.031 -0.033
H -1.87410 5.41490 0.81430 -0.015 -0.122 -0.130 0.094
H -2.80900 4.32100 1.83160 0.040 -0.185 -0.374 0.098
H -3.59690 5.14720 0.47570 0.128 0.033 0.077 0.093
H -2.33900 4.89350 -1.76490 0.036 -0.192 0.279 0.101
H -1.88030 3.23570 -2.15180 0.012 0.076 0.204 0.102
H -0.73540 4.29610 -1.29100 0.062 0.141 -0.142 0.091
H -0.52390 2.10470 -0.63030 -0.244 0.208 -0.085 0.076
H -1.71460 0.73880 2.48470 -0.885 0.503 -0.343 0.084
H -2.73980 -0.24630 1.40750 -0.300 0.236 0.060 0.096
H -3.41820 0.50800 2.86570 -0.126 0.160 -0.339 0.117
H -4.72960 2.82930 0.38060 0.277 -0.147 0.101 0.088
H -5.06170 1.96730 1.87940 0.207 -0.053 -0.121 0.097
H -4.79350 1.06190 0.37350 0.020 -0.015 0.047 0.098
H 0.00000 0.00000 -1.59720 -1.312 0.072 0.995 0.031
```
Positions in Å, forces in eV/Å.

=====

(2)
Here is C12H25N5O10P2V as an isolated structure from the OMol25 dataset. Energies are from ωB97M-V with the def2-TZVPD basis set.

Output
**Orbital gap (alpha / beta)**: 6.622 / 7.277 eV
**Multiplicity**: 2
**Lowest unoccupied orbital energy (alpha / beta)**: -8.39 / -7.74 eV
**Net charge**: +2
**<S²>**: 0.759
**ΔE to the lowest compared entry with this formula, charge and spin**: 0.0 kcal/mol

The geometry in XYZ format:
```
55
Properties=species:S:1:pos:R:3:forces:R:3:lowdin_spin:R:1
V -0.30411 -0.79499 0.49036 0.187 0.104 -0.134 1.038
N -0.40804 -1.52039 2.42763 -0.063 -0.024 0.073 0.003
C -1.57805 -1.19644 3.31283 -0.023 -0.021 -0.004 0.005
C -2.80238 -2.05035 3.02073 0.021 0.015 -0.053 0.000
C -3.70000 -1.64646 1.84882 0.029 -0.024 0.003 0.000
C -3.21275 -1.95489 0.43960 -0.043 0.037 0.047 0.005
N -2.28926 -0.91044 -0.10023 -0.071 -0.007 -0.017 -0.002
H -0.27875 -2.53203 2.41346 0.006 -0.028 -0.002 0.000
H 0.43954 -1.14308 2.85409 0.008 -0.017 0.053 0.003
H -1.79710 -0.13459 3.20122 0.025 0.016 -0.011 0.000
H -1.26200 -1.36381 4.34188 0.022 0.007 0.004 0.000
H -3.41349 -2.00919 3.92324 -0.007 -0.021 -0.001 0.000
H -2.50376 -3.09961 2.91655 -0.007 -0.004 0.030 0.000
H -3.96309 -0.58604 1.92346 -0.019 0.002 0.005 0.000
H -4.63789 -2.19034 1.96802 -0.011 0.024 0.007 0.000
H -4.07063 -2.00691 -0.23051 0.006 0.006 -0.019 0.000
H -2.70180 -2.91674 0.39197 0.033 0.007 -0.013 0.000
H -2.70254 0.01723 0.03250 -0.064 -0.036 -0.001 0.000
H -2.20829 -1.03642 -1.10982 -0.019 -0.002 -0.012 0.002
C 3.42734 4.09910 -0.27724 -0.034 -0.084 0.027 0.000
C 1.96230 3.85488 -0.15044 0.038 -0.081 0.070 0.000
N 1.36838 2.69378 0.04973 -0.046 0.264 -0.004 0.000
C 0.01482 2.99630 0.16530 0.384 -0.574 -0.073 -0.001
C -0.18555 4.34383 0.00007 -0.187 0.084 0.007 -0.001
N 1.05044 4.85857 -0.17679 0.089 0.088 -0.065 0.000
C -1.33587 5.30883 -0.00998 -0.130 0.011 0.070 0.000
O -2.56153 4.81480 0.04437 0.111 0.205 -0.088 0.000
O -1.08640 6.47840 -0.06550 0.008 -0.001 -0.015 0.000
C -0.99949 2.00235 0.47309 -0.202 0.616 -0.108 -0.002
O -2.19163 2.14077 0.31805 0.137 -0.303 0.055 -0.005
O -0.54107 0.84039 1.01420 0.050 0.043 0.089 -0.047
H 3.93880 3.22180 -0.67179 -0.022 0.032 -0.014 0.000
H 3.85855 4.31177 0.70194 -0.032 0.019 0.013 0.000
H 3.63698 4.94501 -0.92876 -0.022 -0.011 -0.034 0.000
H 1.20573 5.85306 -0.29718 0.007 -0.002 0.003 0.000
H -2.56589 3.84113 0.01080 -0.038 -0.041 0.082 0.000
N 3.20791 -2.72495 -1.24488 -0.075 -0.003 0.021 0.000
C 2.01931 -2.02857 -1.87853 -0.209 0.021 0.176 0.000
C 2.21819 -1.92569 -3.38490 0.046 -0.007 -0.022 0.000
P 1.69160 -0.45504 -1.03562 0.218 -0.006 -0.218 0.003
O 2.76144 0.55565 -1.50944 0.203 -0.069 -0.133 0.000
O 0.24079 -0.10110 -1.34911 -0.052 -0.135 0.235 0.006
O 1.72941 -0.78554 0.46329 -0.215 -0.015 0.013 0.008
P 0.57626 -3.17740 -1.42428 0.203 -0.113 -0.053 -0.001
O -0.45324 -3.07008 -2.60825 -0.062 0.094 -0.013 0.000
O 1.22081 -4.48212 -1.21771 -0.009 0.066 0.058 -0.001
O -0.16907 -2.52040 -0.23121 -0.017 -0.259 -0.095 -0.013
H 4.08312 -2.51042 -1.72471 0.032 -0.023 -0.044 0.000
H 2.99056 -3.74220 -1.27842 0.042 -0.042 -0.034 0.000
H 3.30471 -2.47984 -0.25475 0.000 0.037 0.028 0.000
H 3.10959 -1.33981 -3.61572 0.002 -0.011 -0.013 0.000
H 1.36380 -1.43133 -3.84329 -0.018 0.008 0.027 0.000
H 2.31592 -2.91628 -3.83272 0.011 0.005 -0.004 0.000
H 2.64121 1.42904 -1.07963 -0.205 0.206 0.156 0.000
H -0.45385 -3.82317 -3.21585 -0.017 -0.052 -0.058 0.000
```
Positions in Å, forces in eV/Å.

=====

(3)
Here is a 5-piece molecular cluster, C11H23Br8F2NO5S2 overall from the OMol25 dataset. Energies are from ωB97M-V with the def2-TZVPD basis set.

Output
**Orbital gap**: 9.826 eV
**Lowest unoccupied orbital energy**: 0.08 eV

The geometry in XYZ format:
```
52
Properties=species:S:1:pos:R:3:forces:R:3:lowdin_charge:R:1
O 1.94176 -4.15370 -3.38001 0.110 0.041 0.063 -0.269
S 1.73858 -2.74410 -3.34415 -0.094 -0.066 0.051 0.593
O 2.13289 -1.97024 -2.20706 0.055 0.005 -0.190 -0.298
O 2.51592 -2.19115 -4.62277 -0.175 -0.110 -0.178 -0.144
C 0.02110 -2.36454 -3.69926 0.014 -0.068 -0.129 -0.228
C -0.77572 -3.63422 -3.98664 0.066 0.028 0.025 -0.183
C -2.27220 -3.43381 -4.20584 -0.071 -0.089 -0.112 -0.171
N -2.89927 -2.59682 -3.16637 -0.123 0.144 -0.117 -0.153
F -4.22350 -3.03779 -3.03125 0.076 0.014 0.099 -0.044
S -2.99845 -0.93007 -3.51371 0.057 -0.206 0.161 0.639
O -4.32338 -0.47243 -3.37801 0.033 0.015 -0.088 -0.197
O -2.15483 -0.64261 -4.61816 -0.161 0.038 -0.041 -0.229
F -2.21659 -0.43926 -2.26524 -0.050 0.071 0.060 -0.123
H 2.35418 -1.24370 -4.73208 0.160 0.089 0.117 0.097
H -0.32757 -1.83369 -2.81269 0.035 -0.090 -0.036 0.086
H -0.00650 -1.68903 -4.55472 0.056 0.027 0.148 0.098
H -0.61989 -4.34674 -3.17707 -0.012 0.053 0.017 0.123
H -0.39044 -4.09120 -4.90024 0.034 -0.093 0.096 0.130
H -2.50537 -3.07355 -5.20990 0.053 0.096 0.056 0.125
H -2.75654 -4.40016 -4.07610 -0.011 0.029 -0.052 0.134
Br 0.18067 -1.98297 0.94907 -0.104 0.067 0.003 0.614
C 1.89151 -1.12226 0.63398 0.010 0.087 -0.021 -0.711
C 2.17019 -0.02722 1.62768 -0.019 -0.016 0.035 -0.681
Br 1.09402 1.55947 1.30373 -0.017 0.024 0.018 0.630
H 1.86778 -0.76124 -0.38858 0.035 -0.012 0.126 0.020
H 2.63737 -1.91132 0.71168 -0.016 0.007 -0.006 0.028
H 3.20670 0.29311 1.54918 -0.003 -0.001 -0.016 0.061
H 1.95799 -0.33419 2.64737 0.031 0.009 0.011 0.050
Br -0.21771 5.26988 1.98983 -0.035 -0.051 -0.027 0.620
C 1.51010 6.12009 1.75013 -0.014 -0.003 0.015 -0.680
C 2.64163 5.18874 2.10021 0.012 -0.005 0.021 -0.708
Br 2.80294 4.91679 4.01584 -0.016 -0.017 -0.016 0.603
H 1.50329 7.01314 2.36755 0.019 0.005 -0.009 0.053
H 1.56557 6.39875 0.70028 -0.006 -0.016 -0.002 0.060
H 3.58883 5.61227 1.77376 -0.004 0.017 0.012 0.059
H 2.50475 4.20453 1.66138 0.018 0.015 -0.018 -0.003
Br 2.44193 -4.84506 0.23856 0.084 -0.085 -0.086 0.651
C 2.37546 -5.12338 2.15533 -0.058 0.046 -0.005 -0.697
C 1.69611 -6.41839 2.51924 -0.029 -0.007 -0.018 -0.700
Br -0.22534 -6.33681 2.24830 0.012 -0.005 -0.018 0.603
H 1.85175 -4.26626 2.57151 0.019 0.000 0.019 0.032
H 3.40704 -5.13290 2.50054 0.000 -0.015 -0.009 0.060
H 1.84235 -6.63739 3.57440 -0.007 0.016 0.003 0.057
H 2.05838 -7.24663 1.91811 0.017 -0.008 0.026 0.049
Br -3.73063 8.24485 2.22255 0.021 -0.009 0.006 0.599
C -3.74142 6.60518 3.26262 0.004 0.017 -0.025 -0.708
C -3.60837 6.86620 4.74016 0.029 0.024 0.004 -0.699
Br -1.80971 7.40942 5.22745 -0.001 0.029 0.022 0.597
H -2.92334 6.00023 2.88503 -0.017 -0.023 0.005 -0.010
H -4.69104 6.11931 3.05062 -0.007 0.014 0.007 0.059
H -3.81019 5.95568 5.29978 0.014 -0.009 -0.012 0.058
H -4.27278 7.65718 5.07397 -0.022 -0.024 0.006 0.048
```
Positions in Å, forces in eV/Å.

=====

(4)
Here is a 2-piece molecular cluster, C4H13NO overall at a distorted geometry from the OMol25 dataset. Energies are from ωB97M-V with the def2-TZVPD basis set.

Output
**Orbital gap**: 9.617 eV
**Lowest unoccupied orbital energy**: 0.95 eV
**ΔE to the lowest compared entry with this formula, charge and spin**: 30.5 kcal/mol

The geometry in XYZ format:
```
19
Properties=species:S:1:pos:R:3:forces:R:3:lowdin_charge:R:1
C -2.02514 0.42476 -0.48771 1.792 -2.376 0.302 -0.111
C -1.55356 0.36746 1.01566 -0.176 1.076 -1.769 -0.247
C -0.14985 -0.21203 1.29963 0.038 0.002 0.364 -0.259
N 0.92376 0.50204 0.61462 0.099 2.249 -0.804 -0.155
C 2.28409 -0.00669 0.40616 -2.313 -2.318 0.796 -0.123
H -1.65973 -0.52431 -1.00283 -0.673 0.783 0.563 0.069
H -3.10668 0.45822 -0.61367 0.200 0.483 -0.040 0.059
H -1.41606 1.18158 -0.98028 -0.651 0.364 -0.107 0.055
H -1.49957 1.44687 1.24275 0.020 -0.365 0.568 0.096
H -2.31089 -0.06255 1.67622 0.230 -0.179 -0.094 0.098
H -0.08787 0.05232 2.35700 0.395 -0.926 0.531 0.098
H -0.06766 -1.31301 1.13116 -0.130 0.809 0.118 0.128
H 1.03713 1.40826 1.06564 -0.425 -0.122 -0.194 0.101
H 2.04677 -0.94282 -0.10775 0.844 -0.222 -0.250 0.065
H 2.91790 0.59929 -0.21724 0.009 0.478 0.037 0.072
H 2.70204 -0.30646 1.37009 0.756 0.215 -0.080 0.072
H 1.31507 -0.92225 -2.56504 0.191 -0.433 -0.585 0.027
H -0.08374 -0.87076 -2.94047 -0.199 -0.303 -0.512 0.021
O 0.73399 -1.27991 -3.26393 -0.007 0.783 1.158 -0.069
```
Positions in Å, forces in eV/Å.

=====

Number 2 is which compound? C12H25N5O10P2V